No. 1
Computed, not measured: a molecular structure, C28H38Cl2N3O2PTl at a distorted geometry, with the ωB97M-V functional and the def2-TZVPD basis.

Each line ends with the Mulliken charge.
CARTESIAN COORDINATES (ANGSTROEM)
Tl1 0.998 1.253 0.176  2.023
Cl1 3.882 3.418 7.278  -0.271
C1 3.437 2.732 5.747  0.328
C2 4.324 1.846 5.124  -0.671
C3 4.002 1.337 3.900  0.215
Cl2 5.083 0.236 3.132  -0.227
C4 2.799 1.682 3.175  -0.154
O1 2.606 1.256 2.017  -0.528
C5 1.897 2.535 3.906  1.028
C6 0.615 2.851 3.356  -0.492
O2 0.184 2.606 2.238  -0.533
C7 2.241 3.049 5.168  -1.008
H1 5.246 1.576 5.617  0.439
H2 -0.056 3.385 4.067  0.221
H3 1.555 3.720 5.666  0.380
N1 -0.018 -0.240 1.462  -0.269
C8 -0.108 -0.923 2.412  0.624
N2 -0.346 -1.529 3.468  -0.805
C9 -0.221 -2.726 3.907  0.506
N3 -0.169 -3.765 4.410  -0.649
C10 1.441 -2.065 -3.127  -1.766
C11 -0.076 -1.866 -3.210  1.812
C12 -0.360 -0.801 -4.271  -1.809
C13 -0.701 -3.200 -3.614  -1.661
P1 -0.558 -1.164 -1.487  0.633
C14 -0.211 -2.651 -0.468  1.032
C15 1.068 -2.674 0.092  -0.971
C16 1.469 -3.707 0.916  -0.507
C17 0.589 -4.735 1.214  -0.755
C18 -0.684 -4.721 0.671  -0.639
C19 -1.079 -3.694 -0.169  -0.262
C20 -2.450 -0.891 -1.434  2.104
C21 -2.806 -0.833 0.054  -1.517
C22 -3.394 -1.834 -2.180  -1.963
C23 -2.654 0.519 -2.000  -1.891
H4 1.836 -2.349 -4.104  0.590
H5 1.690 -2.854 -2.419  0.326
H6 1.931 -1.147 -2.811  0.211
H7 0.204 -1.019 -5.179  0.519
H8 -0.055 0.181 -3.910  0.244
H9 -1.415 -0.768 -4.535  0.292
H10 -0.234 -3.543 -4.540  0.523
H11 -1.769 -3.121 -3.790  0.243
H12 -0.531 -3.954 -2.848  0.267
H13 1.738 -1.846 -0.094  0.298
H14 2.460 -3.699 1.349  0.428
H15 0.881 -5.523 1.893  0.338
H16 -1.381 -5.511 0.917  0.434
H17 -2.080 -3.714 -0.570  0.108
H18 -2.709 -1.797 0.547  0.357
H19 -3.830 -0.483 0.186  0.578
H20 -2.134 -0.139 0.554  0.042
H21 -3.248 -2.880 -1.925  0.269
H22 -3.291 -1.712 -3.258  0.369
H23 -4.423 -1.570 -1.923  0.506
H24 -1.970 1.207 -1.512  0.000
H25 -3.675 0.854 -1.818  0.665
H26 -2.472 0.552 -3.071  0.187
C24 -2.111 3.452 0.230  -1.272
C25 -0.895 4.067 -0.459  1.085
C26 -1.378 5.020 -1.562  -1.668
C27 0.062 3.034 -1.041  -1.502
H27 -2.671 4.233 0.743  0.423
H28 -1.793 2.714 0.961  0.193
H29 -2.772 2.973 -0.492  0.300
H30 -0.350 4.658 0.283  0.324
H31 -1.918 4.461 -2.325  0.296
H32 -0.542 5.527 -2.040  0.397
H33 -2.047 5.773 -1.148  0.427
H34 0.971 3.539 -1.373  0.569
H35 -0.377 2.566 -1.926  0.159
C28 2.949 0.745 -0.928  -1.582
H36 2.832 0.904 -1.996  0.294
H37 3.296 -0.262 -0.739  0.312
H38 3.679 1.450 -0.543  0.457

Multiplicity: 1
Largest force on an atom in Eh/bohr: 0.03240
Total charge: -1

=====

No. 2
Computed, not measured: a molecular structure, C28H38N4OP2Zn, with the ωB97M-V functional and the def2-TZVPD basis.

Each line ends with the Mulliken charge.
CARTESIAN COORDINATES (ANGSTROEM)
Zn1 -0.114 -0.104 0.631  1.202
C1 -2.980 2.660 -1.104  -1.683
C2 -1.499 2.581 -1.468  0.435
C3 -1.256 1.551 -2.571  -1.484
P1 -0.420 2.178 -0.027  0.335
C4 -0.657 3.500 1.235  0.611
C5 0.580 3.656 2.121  -1.559
C6 -1.854 3.123 2.119  -1.275
C7 1.249 2.334 -0.718  0.395
C8 1.873 3.564 -0.919  -0.780
C9 3.171 3.629 -1.388  -0.869
C10 3.858 2.444 -1.642  -0.757
C11 3.244 1.220 -1.467  0.322
C12 1.916 1.137 -1.036  -1.333
N1 1.251 -0.080 -0.855  0.471
C13 1.116 -0.979 -1.871  0.307
C14 1.684 -0.817 -3.159  -0.803
C15 1.509 -1.758 -4.150  -1.010
C16 0.754 -2.912 -3.944  -0.978
C17 0.150 -3.075 -2.714  -0.549
C18 0.304 -2.139 -1.689  -0.366
P2 -0.616 -2.267 -0.152  0.704
C19 0.217 -3.517 0.917  0.501
C20 0.167 -4.927 0.335  -1.603
C21 1.657 -3.068 1.164  -1.451
C22 -2.282 -2.920 -0.556  0.642
C23 -3.011 -1.934 -1.465  -1.501
C24 -3.062 -3.164 0.737  -1.582
H1 -3.573 2.793 -2.010  0.468
H2 -3.316 1.739 -0.619  0.283
H3 -3.198 3.495 -0.440  0.386
H4 -1.163 3.562 -1.821  0.653
H5 -1.535 0.548 -2.238  0.212
H6 -1.865 1.796 -3.444  0.581
H7 -0.212 1.520 -2.880  0.237
H8 -0.868 4.438 0.711  0.609
H9 0.852 2.704 2.581  0.257
H10 1.449 4.028 1.585  0.365
H11 0.352 4.352 2.932  0.501
H12 -1.624 2.218 2.685  0.101
H13 -2.051 3.924 2.834  0.469
H14 -2.768 2.943 1.555  0.316
H15 1.339 4.482 -0.697  0.490
H16 3.654 4.586 -1.533  0.432
H17 4.890 2.480 -1.968  0.417
H18 3.790 0.302 -1.639  0.645
H19 2.265 0.067 -3.377  0.507
H20 1.970 -1.585 -5.116  0.398
H21 0.629 -3.646 -4.727  0.458
H22 -0.473 -3.946 -2.543  0.353
H23 -0.326 -3.489 1.867  0.573
H24 0.697 -4.968 -0.618  0.294
H25 0.656 -5.627 1.016  0.487
H26 -0.854 -5.277 0.177  0.358
H27 2.213 -3.010 0.226  0.225
H28 1.711 -2.089 1.642  0.179
H29 2.161 -3.787 1.813  0.536
H30 -2.164 -3.870 -1.085  0.537
H31 -3.137 -0.972 -0.961  0.172
H32 -2.467 -1.765 -2.395  0.289
H33 -4.004 -2.313 -1.712  0.536
H34 -3.131 -2.245 1.325  0.285
H35 -4.076 -3.494 0.507  0.481
H36 -2.595 -3.928 1.360  0.330
N2 -0.535 0.298 4.741  -0.393
C25 0.289 0.160 3.671  1.240
O1 -0.238 -0.262 2.593  -0.525
C26 1.647 0.501 3.799  0.033
C27 2.490 0.387 2.671  0.140
N3 3.165 0.309 1.737  -0.570
C28 2.139 0.967 5.041  -0.592
N4 2.466 1.375 6.070  -0.562
H37 -1.452 -0.104 4.670  0.280
H38 -0.152 0.490 5.651  0.189

Multiplicity: 1
Largest force on an atom in Eh/bohr: 0.00341

=====

No. 3
Computed, not measured: a molecular structure, C28H38N4P2Zn at a distorted geometry, with the ωB97M-V functional and the def2-TZVPD basis.

Each line ends with the Mulliken charge.
CARTESIAN COORDINATES (ANGSTROEM)
Zn1 -0.125 3.100 0.851  0.642
C1 5.612 -1.036 2.610  -0.515
C2 5.039 -0.375 1.605  -0.746
C3 3.724 -0.814 1.075  -0.502
C4 2.548 -0.582 2.031  -0.045
C5 2.002 -1.822 2.740  -0.410
C6 2.537 -3.028 2.820  -0.501
C7 4.079 -3.176 2.862  -0.783
C8 4.923 -2.030 3.473  -0.606
C9 -0.894 3.291 2.726  -0.863
H1 6.681 -0.954 2.673  0.367
H2 5.479 0.432 1.064  0.449
H3 3.663 -1.878 0.844  0.375
H4 3.472 -0.239 0.190  0.427
H5 2.764 0.221 2.749  0.418
H6 1.710 -0.166 1.428  0.084
H7 1.056 -1.457 3.211  0.295
H8 1.837 -3.919 2.899  0.318
H9 4.429 -3.364 1.824  0.421
H10 4.249 -4.178 3.328  0.407
H11 4.308 -1.457 4.174  0.370
H12 5.774 -2.430 4.064  0.339
H13 -0.701 4.186 3.342  0.352
H14 -0.415 2.390 3.195  0.135
H15 -1.974 3.164 2.619  0.122
P1 -2.412 0.661 0.484  0.323
P2 0.362 1.031 -2.049  0.180
N1 -2.750 -0.943 1.257  0.441
N2 -4.209 1.007 0.393  0.278
N3 0.755 -0.674 -2.379  0.398
N4 0.504 1.758 -3.886  0.172
C10 -2.236 -0.066 -1.230  -0.748
C11 -1.498 0.819 -2.303  -1.270
C12 -2.562 -1.302 2.592  -0.692
C13 -3.035 -2.601 2.811  -0.674
C14 -3.564 -3.058 1.560  -0.925
C15 -3.358 -2.037 0.640  -0.188
C16 -4.717 2.264 0.746  -0.418
C17 -6.005 2.414 0.249  -0.527
C18 -6.334 1.178 -0.411  -0.672
C19 -5.235 0.335 -0.278  -0.060
C20 1.241 -1.575 -1.404  -0.605
C21 1.139 -2.879 -1.876  -0.573
C22 0.640 -2.788 -3.222  -1.128
C23 0.329 -1.451 -3.465  -0.091
C24 0.691 1.280 -5.186  -0.195
C25 0.642 2.358 -6.095  -0.702
C26 0.419 3.545 -5.318  -0.495
C27 0.297 3.140 -3.986  -0.465
H16 -3.236 -0.298 -1.664  0.316
H17 -1.673 -1.019 -1.170  0.515
H18 -1.662 0.391 -3.324  0.489
H19 -1.897 1.847 -2.274  0.635
H20 -2.101 -0.630 3.285  0.549
H21 -3.008 -3.179 3.731  0.402
H22 -4.035 -4.008 1.354  0.440
H23 -3.549 -2.024 -0.407  0.498
H24 -4.125 2.946 1.330  0.241
H25 -6.648 3.303 0.295  0.384
H26 -7.257 0.963 -0.953  0.406
H27 -5.135 -0.698 -0.574  0.210
H28 1.669 -1.185 -0.470  0.341
H29 1.345 -3.796 -1.316  0.431
H30 0.500 -3.580 -3.931  0.473
H31 -0.193 -1.011 -4.303  0.501
H32 0.821 0.225 -5.391  0.371
H33 0.757 2.292 -7.165  0.409
H34 0.362 4.567 -5.689  0.403
H35 0.023 3.725 -3.114  0.303
C28 1.799 3.632 0.936  -1.038
H36 1.742 4.725 1.072  0.317
H37 2.193 3.311 -0.021  0.201
H38 2.428 3.203 1.719  0.289

Multiplicity: 1
Largest force on an atom in Eh/bohr: 0.08284

=====

Energy? In order: -77245.49694, -104658.84589, -102601.42085 eV.